(1)
The following is a quantum chemistry calculation of C15H20ClO5Pb as an isolated structure, from the OMol25 dataset.

Element x y z (Å)
C (-2.68836, 0.53930, 1.76356)
H (-3.24791, -0.10218, 2.45840)
H (-3.30804, -0.21407, -0.26603)
Cl (-0.35627, -0.56142, 4.69678)
C (2.78823, 0.23193, -0.09016)
C (0.20922, -1.61930, -3.23762)
H (-1.67143, 1.97520, 3.16031)
H (-2.38637, -0.34788, -4.48664)
H (1.76626, 2.16373, -0.61040)
C (2.12232, 1.43735, 0.16633)
H (0.03807, -3.53561, -1.80396)
H (-0.29817, -2.52518, -3.49701)
C (0.56722, -2.98044, -1.03916)
H (-1.79810, 1.82201, -1.20952)
C (-2.72144, 0.48799, 0.34842)
C (-1.37147, 2.23587, 0.95393)
C (0.49023, 0.77678, -3.27349)
O (-0.50081, -1.67859, 3.70693)
H (3.03575, -0.18188, -1.09489)
H (0.68802, 1.45989, -4.12945)
H (-2.08284, -1.43061, -3.11765)
C (2.03683, 1.60581, 1.54390)
O (0.60824, -0.91025, 5.70571)
C (3.12694, -0.34325, 1.14075)
H (-0.72889, 3.11918, 0.90436)
H (-2.12730, 0.34803, -2.84820)
C (-1.84889, -0.46344, -3.51943)
O (-1.64349, -0.26401, 5.28802)
C (-1.85119, 1.62091, 2.13639)
C (-1.91982, 1.54192, -0.14622)
O (0.12447, 0.61464, 3.91571)
C (-0.30215, -0.48669, -3.70283)
H (2.68851, 0.29807, 3.25770)
H (1.53884, -2.56660, -1.43972)
H (-0.05729, 1.29798, -2.51359)
O (0.32808, -2.91944, 0.22713)
Pb (0.03511, -0.81531, 1.38439)
H (1.64156, 2.50952, 2.07473)
C (2.61638, 0.48480, 2.16296)
H (1.44023, 0.39334, -2.91552)
H (1.26937, -1.76208, -3.34442)
H (3.75031, -1.25601, 1.28948)

Results
Orbital gap = 5.062 eV
Electronic energy = -1612.4232 a.u.
Charge = -1
E_HOMO = -3.98 eV


(2)
The following is a quantum chemistry calculation of one molecule with the formula C15H20N2O4, from the OMol25 dataset.

Element x y z (Å)
H (-1.78191, 2.60848, -2.36366)
H (2.15230, 1.08400, -2.14822)
C (-1.96311, 0.97396, 0.61980)
C (-0.58166, 0.99924, 2.59175)
H (0.62685, 2.46682, -0.94770)
C (2.24865, -1.14583, 0.40320)
H (2.24492, -1.11399, 1.49434)
C (1.92361, -1.03839, -2.30622)
H (1.10756, -2.98024, 0.40389)
C (-2.21486, -0.37893, 0.81794)
H (1.85672, -3.12713, -1.81704)
O (-0.72301, -0.08839, -2.15635)
N (-0.18449, -1.06248, 3.84026)
C (1.61679, 0.29045, -1.61192)
H (0.16532, -1.52379, 0.09630)
H (-0.98596, 2.71914, 1.40519)
C (1.25593, -2.23699, -1.62204)
H (-1.82807, -2.10344, 2.04344)
O (-0.47232, -2.22897, 4.00509)
C (-1.16048, 1.66113, 1.52918)
H (0.26879, -2.39945, -2.05226)
H (1.38024, 0.81444, 0.48377)
O (-3.19285, 0.81862, -1.46864)
C (0.13942, 0.64734, -1.71474)
H (-2.49389, 0.28421, -1.90200)
H (3.00761, -1.16754, -2.30908)
H (-1.37029, 3.50460, -0.88840)
C (-0.81888, -0.36120, 2.75731)
C (-1.65011, -1.05109, 1.88394)
C (1.11430, -2.02003, -0.11334)
H (1.59390, -0.98306, -3.34465)
C (-2.54500, 1.68304, -0.58812)
H (-2.85361, -0.89936, 0.12148)
H (-3.31921, 2.38145, -0.24101)
C (2.09752, 0.27645, -0.14128)
N (-0.13444, 1.89991, -1.28176)
H (3.05554, 0.79422, -0.06320)
H (0.05580, 1.51208, 3.29592)
H (3.20325, -1.57215, 0.09108)
O (0.61071, -0.44623, 4.52054)
C (-1.45159, 2.50908, -1.32280)

Results
Orbital gap = 9.394 eV
Electronic energy = -993.9989 a.u.
Charge = 0
E_HOMO = -9.87 eV
SMILES string = O=C(NC[C@@H](O)c1ccc([N+](=O)[O-])cc1)C1CCCCC1